# 1
Entry from the Open Molecules 2025 dataset: a structure of composition C16H36FGaNO21S5 in a non-equilibrium geometry (ωB97M-V with the def2-TZVPD basis set).

Each line ends with the Löwdin charge.
Geometry (Å):
C 4.6075 0.6176 0.9555  -0.07
C 3.2063 -0.0244 0.6332  -0.44
F 2.4010 0.2273 1.7435  -0.07
C 2.6284 0.6757 -0.6221  -0.23
Ga 0.9311 -0.1728 -1.4394  0.46
C -0.7645 0.6240 -0.5556  -0.33
N -0.5824 0.9110 0.9104  -0.08
C 0.9483 -2.2346 -1.5029  -0.25
C 0.4698 -2.9543 -0.2104  -0.35
O 0.8300 -2.2889 1.0044  -0.09
H 5.3882 -0.1601 0.8324  0.06
H 4.6676 0.9407 2.0142  0.06
H 4.8198 1.4899 0.3240  0.06
H 3.3283 -1.1026 0.4690  0.11
H 2.3714 1.7271 -0.3710  0.05
H 3.3726 0.7281 -1.4406  0.04
H 0.8864 0.3111 -2.9934  -0.04
H -0.9588 1.6086 -1.0137  0.00
H -1.6805 0.0204 -0.7441  0.02
H -0.7390 0.0474 1.4227  0.03
H -1.3937 1.4843 1.1512  0.02
H 2.0000 -2.5498 -1.6865  0.03
H 0.3427 -2.5922 -2.3603  0.03
H -0.6226 -3.1525 -0.2490  0.07
H 0.9708 -3.9535 -0.1932  0.08
H -0.0058 -2.0376 1.3862  0.04
C 0.5866 4.0380 -5.7583  -0.18
C 1.5473 4.9836 -5.0607  -0.19
O 1.4058 4.6881 -3.6729  -0.20
S 1.0696 3.1085 -3.4913  0.59
O 2.2898 2.4374 -3.2050  -0.24
O -0.0996 2.9925 -2.6890  -0.25
O 0.6779 2.8132 -5.0353  -0.19
H -0.4431 4.4003 -5.6931  0.13
H 0.8492 3.8784 -6.8022  0.13
H 1.3156 6.0294 -5.2519  0.13
H 2.5819 4.7808 -5.3498  0.13
C -4.7032 -4.7304 -0.0128  -0.17
C -5.6630 -3.5994 0.3102  -0.18
O -4.8243 -2.4912 0.6371  -0.19
S -3.4641 -2.5766 -0.2352  0.64
O -3.6043 -1.7366 -1.3769  -0.21
O -2.3571 -2.4913 0.6588  -0.23
O -3.6251 -4.1123 -0.7160  -0.18
H -4.3043 -5.1838 0.8978  0.13
H -5.1626 -5.4998 -0.6296  0.13
H -6.3205 -3.8364 1.1434  0.13
H -6.2633 -3.3278 -0.5621  0.13
C 1.7738 2.6793 4.1757  -0.15
C 0.8999 3.5815 3.3358  -0.16
O 0.6267 4.7182 4.1732  -0.20
S 1.8961 4.9829 5.1319  0.62
O 2.7034 6.0097 4.5522  -0.24
O 1.4347 5.0529 6.4817  -0.24
O 2.6381 3.5690 4.9028  -0.20
H 1.1778 2.1146 4.8964  0.13
H 2.3582 1.9902 3.5689  0.12
H -0.0238 3.0967 3.0310  0.13
H 1.4347 3.9330 2.4512  0.14
C -3.8196 5.0529 -1.3834  -0.17
C -2.4895 4.8167 -0.6947  -0.16
O -2.8227 4.6509 0.6903  -0.19
S -4.2724 3.9521 0.8093  0.62
O -4.0935 2.5522 1.0140  -0.22
O -5.0881 4.7504 1.6670  -0.23
O -4.7428 4.1850 -0.7194  -0.19
H -4.1607 6.0827 -1.2466  0.13
H -3.7801 4.8219 -2.4455  0.13
H -1.7996 5.6473 -0.8229  0.14
H -2.0190 3.8953 -1.0477  0.12
C 3.1721 -7.6236 1.4986  -0.17
C 2.0959 -6.5928 1.2177  -0.17
O 1.2165 -7.2287 0.2826  -0.19
S 1.1815 -8.8133 0.5790  0.63
O 0.0336 -9.1072 1.3762  -0.23
O 1.4630 -9.5079 -0.6348  -0.23
O 2.4843 -8.8793 1.5322  -0.20
H 3.9083 -7.6572 0.6922  0.13
H 3.6786 -7.4451 2.4444  0.13
H 2.4981 -5.6724 0.8016  0.13
H 1.5244 -6.3619 2.1194  0.14

HOMO level	-4.117	eV
charge	-1
frontier orbital gap	6.0	eV
max |F|	2.773	eV/A
total energy	-6281.476827	Ha

# 2
Entry from the Open Molecules 2025 dataset: a structure of composition C17H21Cl3O4Os in a non-equilibrium geometry (ωB97M-V with the def2-TZVPD basis set).

Each line ends with the Löwdin charge.
Geometry (Å):
C -0.7373 0.8947 -2.6558  -0.36
C -1.5577 -0.2959 -2.5449  -0.34
C -0.7483 -1.4118 -2.2253  -0.30
C -3.0297 -0.3357 -2.7243  -0.10
C 0.6176 -0.9743 -2.1866  -0.33
C 0.6613 0.4700 -2.5551  -0.43
C 1.8616 1.1363 -3.1189  -0.10
C -1.2780 2.2150 -3.0495  -0.10
C -1.2710 -2.7554 -1.9142  -0.07
C 1.7632 -1.8934 -2.2872  -0.09
Os 0.3361 0.6558 -0.4298  1.03
Cl -1.8137 0.3990 0.2704  0.07
Cl 0.2715 2.8256 -0.0561  0.17
O 2.0998 -0.0084 -0.3102  -0.42
H -3.4848 0.6289 -2.4731  0.06
H -3.4793 -1.1181 -2.1112  0.06
H -3.2873 -0.5623 -3.7740  0.07
H -2.0916 -2.7108 -1.1965  0.07
H -0.4931 -3.3888 -1.4987  0.06
H -1.6555 -3.2301 -2.8108  0.06
H 1.7104 -2.6621 -1.5181  0.07
H 2.7031 -1.3537 -2.1749  0.05
H 1.7759 -2.4073 -3.2600  0.08
H 2.7694 0.6519 -2.7314  0.06
H 1.9106 2.2059 -2.8430  0.04
H 1.8661 1.0116 -4.2233  0.07
H -2.1295 2.4557 -2.4176  0.06
H -1.6248 2.1818 -4.0823  0.06
H -0.5210 2.9871 -2.9372  0.06
H 2.4620 -0.0095 0.5953  0.01
O 2.2692 2.8393 -0.9286  -0.52
H 2.8062 3.5841 -0.4549  -0.01
Cl 0.1351 0.5031 8.2760  0.63
C 0.0728 0.2218 6.5997  -0.73
C -0.1247 -1.1008 6.1581  -0.13
C -0.1352 -1.3563 4.7868  -0.03
C 0.0342 -0.3222 3.8620  -0.11
C 0.2050 0.9946 4.3065  0.00
C 0.2365 1.2794 5.6777  -0.10
C 0.1556 -0.6501 2.3565  -0.63
O -0.1099 -1.7846 1.9559  -0.01
O 0.5708 0.4184 1.7149  -0.33
H -0.2476 -1.9224 6.8553  0.09
H -0.2337 -2.3616 4.4009  0.11
H 0.3586 1.7921 3.6100  0.11
H 0.4009 2.2636 6.0673  0.08

multiplicity	5
HOMO level (spin up / spin down)	1.620 / 0.117	eV
charge	-2
frontier orbital gap (spin up / spin down)	2.5 / 4.0	eV
max |F|	4.723	eV/A
total energy	-2432.500471	Ha
energy relative to the best compared isomer or geometry (same formula, charge and spin)	20.5	kJ/mol

# 3
Entry from the Open Molecules 2025 dataset: a cluster of 18 separate species, C21H74F3N34O19 in total in a non-equilibrium geometry (ωB97M-V with the def2-TZVPD basis set).

Each line ends with the Löwdin charge.
Geometry (Å):
C 0.1359 -0.2698 1.4559  -0.42
O 1.0111 0.0975 0.4273  -0.12
O 0.5834 0.1523 2.7393  -0.24
C -1.3613 0.0052 1.1628  -0.54
F -2.2232 0.2390 2.2010  0.10
F -1.3943 1.1783 0.4589  0.11
F -1.9511 -0.9171 0.4741  0.18
C 0.8619 -0.4952 -0.8683  -0.25
C 1.8590 0.0058 -1.8647  -0.07
H 2.8173 -0.3149 -1.4495  0.06
H 1.7257 -0.2853 -2.9041  0.05
H 1.8979 1.0941 -1.7945  0.06
H -0.1152 -0.2898 -1.3131  0.08
H 0.9396 -1.5856 -0.8332  0.11
H 0.2721 -1.3560 1.3756  0.12
C -1.8675 0.8069 5.6792  -0.78
O -2.8148 1.3157 6.3436  -0.03
N -1.3349 -0.3531 5.9194  0.20
N -1.3830 1.4252 4.6708  0.18
H -1.8938 -0.9284 6.5291  0.13
H -0.6915 -0.6013 5.1843  0.07
H -1.8726 2.2471 4.3529  0.12
H -0.7110 1.0819 3.9957  0.05
C -4.5265 -2.5049 0.1469  -0.70
O -3.8384 -2.7443 1.1234  -0.01
N -5.5310 -1.5719 0.1704  0.16
N -4.3027 -2.9277 -1.0545  0.20
H -5.8175 -1.2682 1.0925  0.07
H -5.9676 -1.3054 -0.6951  0.10
H -4.8856 -2.6316 -1.8183  0.12
H -3.3782 -3.3269 -1.1260  0.10
C -3.5762 0.9048 -2.2483  -0.67
O -2.7992 0.0245 -2.5538  0.02
N -4.0081 1.9579 -3.0082  0.14
N -4.5356 0.7244 -1.3488  0.18
H -4.9542 2.2821 -2.9101  0.11
H -3.5081 2.0548 -3.8786  0.11
H -4.4087 -0.0572 -0.7173  0.07
H -5.2333 1.4311 -1.1809  0.09
C 6.9465 0.3188 -2.5547  -0.69
O 7.6734 1.2788 -2.1627  -0.03
N 7.3436 -0.3710 -3.6277  0.14
N 5.8276 -0.0398 -1.9514  0.18
H 6.7559 -1.0297 -4.1170  0.06
H 8.2965 -0.3751 -3.9488  0.10
H 5.6510 0.2501 -0.9988  0.07
H 5.3295 -0.8791 -2.2074  0.07
C -6.2845 1.4002 1.5673  -0.70
O -7.1185 0.5790 1.9486  0.02
N -6.4210 2.5323 0.8731  0.16
N -4.9626 1.2321 1.7049  0.16
H -5.5420 2.9499 0.6060  0.05
H -7.2962 3.0210 0.7794  0.11
H -4.6138 0.4853 2.2863  0.07
H -4.2017 1.7563 1.3037  0.08
C 3.8103 -2.7464 -4.2376  -0.73
O 4.8342 -2.0883 -4.0945  0.00
N 2.7624 -2.6672 -3.4652  0.20
N 3.6496 -3.5673 -5.2900  0.17
H 2.8020 -2.3468 -2.5121  0.10
H 2.0333 -3.2881 -3.7866  0.07
H 2.8166 -4.0721 -5.5448  0.11
H 4.3714 -3.4128 -5.9766  0.11
C 1.3201 3.9185 1.7323  -0.79
O 1.5765 5.1168 1.8805  0.01
N 0.8805 3.1644 2.7288  0.18
N 1.3513 3.3228 0.5903  0.18
H 0.5162 2.2195 2.6659  0.05
H 0.9864 3.5758 3.6430  0.12
H 1.9837 3.6600 -0.1278  0.07
H 1.2433 2.3182 0.5564  0.08
C 3.1825 -0.6222 5.1306  -0.74
O 4.2500 -0.7023 5.7769  -0.02
N 2.3365 0.3776 5.2020  0.18
N 2.7172 -1.6338 4.4367  0.17
H 1.5789 0.3980 4.5351  0.05
H 2.5279 1.1289 5.8436  0.12
H 3.3520 -2.4151 4.4474  0.10
H 1.8177 -1.5808 3.9869  0.06
C 1.3260 -0.4268 -6.5721  -0.73
O 0.1301 -0.3586 -6.5933  0.03
N 2.2358 -0.1511 -5.6238  0.20
N 1.9669 -0.9853 -7.6062  0.15
H 3.2177 -0.2372 -5.8220  0.11
H 1.9308 0.3938 -4.8317  0.08
H 2.9692 -0.9300 -7.6537  0.10
H 1.3406 -1.4177 -8.2662  0.12
C 3.7282 4.6656 -1.4372  -0.71
O 4.7297 4.8335 -0.7334  0.02
N 3.2319 3.4333 -1.6250  0.12
N 2.9054 5.6333 -1.8758  0.17
H 2.5072 3.3181 -2.3278  0.04
H 3.8699 2.6756 -1.4308  0.11
H 3.0664 6.5617 -1.5223  0.11
H 2.4639 5.3519 -2.7372  0.08
C -0.7006 -2.6634 -3.4800  -0.72
O 0.0798 -3.5358 -3.8495  -0.01
N -1.2685 -2.5502 -2.2869  0.17
N -0.7071 -1.5595 -4.1622  0.20
H -1.6030 -1.6367 -2.0101  0.05
H -0.8726 -3.1557 -1.5840  0.12
H -1.2670 -0.7703 -3.8839  0.06
H -0.2460 -1.5531 -5.0591  0.08
C -2.7542 3.9627 0.3385  -0.75
O -3.8673 4.1857 0.7298  0.03
N -1.7060 4.0089 1.1351  0.20
N -2.4678 3.7216 -0.9509  0.17
H -0.8124 3.7059 0.7764  0.06
H -1.8232 4.3093 2.0888  0.13
H -3.2420 3.5162 -1.5621  0.07
H -1.7112 4.3077 -1.2735  0.11
C 2.6888 -4.4625 2.5852  -0.76
O 3.4666 -5.2860 2.3159  0.09
N 2.3649 -3.4370 1.7689  0.17
N 1.9762 -4.4474 3.7427  0.16
H 2.7786 -3.2770 0.8665  0.09
H 1.6611 -2.7906 2.0882  0.06
H 1.0649 -4.0955 3.4976  0.06
H 2.2518 -5.0706 4.4819  0.12
C -5.5438 -1.4520 4.3951  -0.69
O -6.4363 -1.3075 5.2070  0.03
N -4.4509 -0.7283 4.3913  0.18
N -5.5788 -2.3564 3.3191  0.15
H -4.0903 -0.2296 5.1940  0.09
H -3.7484 -1.0157 3.7274  0.05
H -4.7564 -2.4535 2.7360  0.03
H -6.4154 -2.8891 3.1501  0.10
C 4.5665 0.2608 1.1629  -0.75
O 5.7603 0.2668 1.1150  0.06
N 3.7226 1.1903 1.6150  0.20
N 3.9399 -0.9140 1.0601  0.16
H 4.1545 1.9960 2.0417  0.13
H 2.7159 1.1670 1.6056  0.06
H 3.0213 -0.8129 1.4643  0.06
H 4.4428 -1.7827 1.0009  0.11
C 0.2651 2.7506 -3.6366  -0.68
O 0.9215 3.5974 -3.0302  0.01
N -0.4813 1.8407 -3.0453  0.19
N 0.0939 2.6751 -4.9774  0.17
H -1.0199 1.2257 -3.6300  0.07
H -0.4940 2.0060 -2.0484  0.11
H 0.5929 3.3831 -5.4923  0.12
H -0.6321 2.0835 -5.3431  0.09
C -1.2021 -3.2782 4.0582  -0.71
O -0.4510 -3.1462 5.0109  0.03
N -1.5726 -4.4411 3.5148  0.17
N -1.7663 -2.3114 3.3420  0.18
H -1.5583 -5.3198 4.0081  0.12
H -2.3065 -4.3660 2.8280  0.09
H -2.4178 -2.5375 2.6050  0.06
H -1.4825 -1.3494 3.4377  0.06

HOMO level	-6.879	eV
charge	-1
frontier orbital gap	7.7	eV
max |F|	5.772	eV/A
total energy	-4436.136038	Ha
energy relative to the best compared isomer or geometry (same formula, charge and spin)	0.0	kJ/mol